{
  "formula": "C4H7NO3",
  "method": "ωB97M-V with the def2-TZVPD basis set",
  "symbols": ["C", "C", "O", "C", "O", "C", "N", "O", "H", "H", "H", "H", "H", "H", "H"],
  "positions_angstrom": [[2.10792, -0.18577, -0.00655], [0.57829, -0.31009, -0.35200], [0.14590, 0.96327, -0.47454], [-0.87060, 1.25748, 0.39563], [-2.17156, 0.52848, 0.14434], [-2.04270, -0.75994, -0.29143], [-1.13123, -1.52441, 0.07874], [0.06020, -0.96713, 0.77535], [2.51036, 0.58947, -0.75439], [2.13501, 0.13869, 1.16484], [2.78067, -1.01947, 0.06925], [0.37459, -0.99017, -1.35376], [-0.71932, 1.11212, 1.46733], [-0.89176, 2.33946, 0.30634], [-2.86578, -1.17198, -1.16916]],
  "forces_ev_per_angstrom": [[-0.31, 2.29, 1.37], [4.95, -3.92, -0.72], [-1.77, 0.87, -0.15], [-0.91, 0.78, 0.98], [0.73, 0.98, -1.38], [-2.04, 1.21, -0.95], [0.59, -2.82, 0.22], [-2.68, -0.21, -2.11], [-0.24, -0.96, 1.58], [-0.10, 0.09, -2.90], [-0.28, -0.93, -0.78], [0.61, 1.91, 2.45], [0.60, -0.60, -0.27], [-1.49, 0.08, -0.49], [2.32, 1.24, 3.13]],
  "lowdin_charge": [-0.011, -0.514, -0.022, -0.149, -0.035, -0.243, 0.070, -0.075, 0.102, 0.135, 0.050, 0.202, 0.138, 0.141, 0.212],
  "orbital_gap_ev": 10.7,
  "smiles": "C[C@@H]1OCOC=NO1"
}

---

{
  "formula": "C4H7NO3",
  "method": "ωB97M-V with the def2-TZVPD basis set",
  "symbols": ["C", "C", "N", "C", "C", "O", "O", "O", "H", "H", "H", "H", "H", "H", "H"],
  "positions_angstrom": [[0.68146, -0.15736, -1.17272], [-1.16282, 1.02262, 0.61639], [-0.52011, -0.75586, -0.87128], [1.57823, 0.18180, 0.47268], [-1.53342, -0.24082, -0.01383], [1.56218, -0.93613, 1.23103], [2.55782, 0.86420, 0.39628], [-2.42194, -1.00454, 0.32147], [0.69019, -1.36107, 1.17164], [-0.65959, -1.73229, -1.10512], [0.61460, 0.89147, -1.44445], [1.35045, -0.75458, -1.78584], [-1.06268, 1.84754, -0.08229], [0.13469, 0.85702, 0.82005], [-1.80905, 1.27801, 1.44597]],
  "forces_ev_per_angstrom": [[0.94, 1.79, 2.77], [2.83, 0.41, -0.06], [-1.62, -0.43, 0.00], [1.77, -2.26, -3.71], [1.13, -2.15, -0.06], [-0.57, 0.28, 0.67], [-0.74, 0.52, 0.68], [-0.14, 0.74, -0.26], [0.15, 0.07, -0.06], [-0.07, 0.21, 0.05], [0.04, -0.11, -0.50], [0.01, 0.09, 0.23], [-0.23, 0.16, -0.16], [-3.83, 0.73, 0.19], [0.31, -0.06, 0.24]],
  "lowdin_charge": [-0.048, 0.029, 0.010, -0.513, -0.522, 0.089, 0.103, 0.049, 0.109, 0.151, 0.104, 0.121, 0.090, 0.135, 0.094],
  "orbital_gap_ev": 9.0
}

---

{
  "formula": "C4H7NO3",
  "method": "ωB97M-V with the def2-TZVPD basis set",
  "symbols": ["C", "N", "O", "C", "O", "C", "C", "O", "H", "H", "H", "H", "H", "H", "H"],
  "positions_angstrom": [[-0.45631, -1.67466, 0.10333], [-1.63726, -1.19199, 0.22719], [-1.97622, -0.14965, -0.64873], [-1.44074, 1.05917, -0.13173], [-0.20670, 1.36098, -0.43492], [1.01813, 0.84203, 0.23990], [1.49259, -0.40274, -0.35023], [0.36969, -1.19023, -0.83280], [-0.17904, -2.59049, 0.72499], [-1.62832, 1.16080, 0.99974], [-2.13700, 1.85118, -0.57465], [1.73585, 1.65389, 0.18025], [0.84423, 0.63436, 1.38092], [1.98504, -1.06726, 0.37705], [2.21605, -0.29540, -1.26032]],
  "forces_ev_per_angstrom": [[-1.24, 0.15, 0.19], [0.23, -1.60, 0.80], [0.82, 0.15, 0.53], [-4.33, 1.10, 1.93], [5.01, 0.49, -0.71], [-2.62, 1.49, 2.48], [1.21, -2.75, -2.57], [1.29, 0.05, -0.47], [-0.27, 1.43, -0.76], [0.21, -0.76, -1.20], [1.10, -0.97, 0.21], [0.05, -0.01, -0.11], [-0.25, 0.66, -1.92], [0.32, 0.61, 0.02], [-1.54, -0.05, 1.56]],
  "lowdin_charge": [-0.225, 0.065, -0.096, -0.345, -0.073, -0.129, -0.168, -0.074, 0.159, 0.153, 0.157, 0.124, 0.161, 0.125, 0.165],
  "orbital_gap_ev": 10.5,
  "smiles": "C1=N\\OCOCCO/1"
}

---

{
  "formula": "C4H7NO3",
  "method": "ωB97M-V with the def2-TZVPD basis set",
  "symbols": ["O", "C", "N", "O", "C", "C", "C", "O", "H", "H", "H", "H", "H", "H", "H"],
  "positions_angstrom": [[-2.11983, -1.26760, 0.33957], [-2.03818, -0.14682, -0.09103], [-0.81213, 0.46125, -0.16226], [-0.82098, 1.85102, -0.23551], [0.25836, 0.20935, 0.74572], [1.63107, 0.57995, -0.01537], [1.22811, -0.95409, 0.16632], [0.48225, -1.60930, -0.84111], [-2.91976, 0.20099, -0.74674], [-0.63376, 1.76411, -1.21986], [0.17128, 0.62714, 1.65730], [2.42122, 0.97432, 0.55415], [1.91987, 0.74196, -1.16292], [1.47684, -1.56372, 0.96295], [-0.24436, -1.86856, 0.04879]],
  "forces_ev_per_angstrom": [[0.00, -1.11, 0.99], [-0.47, -0.54, -1.80], [-0.79, 0.29, 2.34], [-0.82, 0.58, -3.92], [3.24, -1.61, -5.87], [-0.73, -3.68, -2.31], [-2.09, 4.30, 0.26], [-1.72, -1.19, 4.60], [1.39, 0.65, 1.12], [-0.14, 2.12, 1.43], [-0.16, 0.91, 3.21], [0.75, 0.16, 1.09], [-1.78, 0.14, 2.44], [1.64, -1.18, 1.27], [1.69, 0.17, -4.85]],
  "lowdin_charge": [0.035, -0.274, -0.175, -0.011, -0.151, 0.001, -0.283, -0.098, 0.172, 0.148, 0.107, 0.061, 0.154, 0.101, 0.213],
  "orbital_gap_ev": 10.3,
  "smiles": "O=CN(O)[C@@H]1C[C@@H]1O"
}

---

{
  "formula": "C4H7NO3",
  "method": "ωB97M-V with the def2-TZVPD basis set",
  "symbols": ["C", "C", "C", "C", "H", "H", "H", "H", "H", "H", "H", "N", "O", "O", "O"],
  "positions_angstrom": [[-0.01645, 0.39922, 0.08606], [-1.13307, -0.18358, 1.05544], [-1.02686, -0.11516, -0.97748], [1.32223, -0.42810, -0.01956], [-0.03724, 2.29145, -0.51814], [1.52570, 1.72452, -0.05575], [-0.83926, -1.03366, 1.66432], [-1.51426, 0.56282, 1.83717], [-0.60970, -0.96098, -1.47467], [-1.55198, 0.43131, -1.79094], [1.85296, -2.22312, 0.11529], [0.56262, 1.71831, -0.00366], [-2.00159, -0.52956, 0.03428], [1.02952, -1.69728, -0.13274], [2.43738, 0.04380, 0.18040]],
  "forces_ev_per_angstrom": [[1.99, -0.22, -1.53], [1.12, 1.82, 2.66], [-1.42, -0.15, -0.45], [-0.16, 1.44, 2.07], [-0.13, 1.48, -0.79], [1.98, 0.39, -0.43], [0.36, -0.35, -0.12], [0.17, -0.55, -1.34], [0.13, -0.88, -0.35], [0.64, 0.62, 0.82], [-1.26, 0.75, -0.68], [-4.07, -0.95, 1.73], [0.21, 0.24, -1.27], [1.95, -2.38, 0.41], [-1.52, -1.25, -0.72]],
  "lowdin_charge": [-0.302, -0.152, -0.081, -0.455, 0.067, 0.034, 0.110, 0.142, 0.095, 0.136, 0.179, 0.109, -0.089, 0.118, 0.090],
  "orbital_gap_ev": 9.7
}

---

{
  "formula": "C4H7NO3",
  "method": "ωB97M-V with the def2-TZVPD basis set",
  "symbols": ["C", "C", "C", "C", "O", "N", "O", "O", "H", "H", "H", "H", "H", "H", "H"],
  "positions_angstrom": [[0.88566, 0.41545, -0.53278], [0.65468, 1.17465, 0.64163], [1.49306, -0.93522, -0.50428], [-1.82644, -0.77698, -0.29542], [-1.21512, -0.13047, -1.18203], [-2.06399, 0.32282, 0.79852], [-3.13392, 0.69549, 1.14364], [-2.00364, -1.93079, -0.00269], [0.85787, 0.92042, -1.49131], [0.80374, 2.24828, 0.53344], [-0.52654, 1.05354, 0.84382], [1.06247, 0.76084, 1.56396], [1.15645, -1.53585, -1.34814], [1.27354, -1.46098, 0.42552], [2.58218, -0.82119, -0.59388]],
  "forces_ev_per_angstrom": [[-0.09, -0.25, -0.14], [-0.68, 0.09, 0.35], [-0.41, -0.13, -0.13], [0.40, 0.28, 0.96], [0.49, 0.07, -0.27], [-0.27, 0.01, -0.07], [0.01, -0.29, -0.20], [-0.16, 0.14, -0.24], [-0.09, -0.06, 0.06], [-0.07, -0.07, -0.03], [0.70, -0.04, -0.22], [0.18, -0.02, -0.14], [0.03, 0.06, 0.02], [0.05, 0.07, 0.00], [-0.08, 0.13, 0.06]],
  "lowdin_charge": [-0.090, -0.077, -0.054, -0.670, -0.016, 0.003, 0.071, 0.085, 0.128, 0.100, 0.117, 0.102, 0.096, 0.098, 0.107],
  "orbital_gap_ev": [7.4, 7.4]
}

---

{
  "formula": "C4H7NO3",
  "method": "ωB97M-V with the def2-TZVPD basis set",
  "symbols": ["C", "C", "C", "C", "H", "H", "H", "H", "H", "H", "H", "N", "O", "O", "O"],
  "positions_angstrom": [[2.09064, -0.61268, -1.16346], [1.33931, -0.83400, -0.05950], [-0.68942, -0.13892, 1.29168], [-1.78603, 0.80946, 0.93292], [1.34189, -0.07559, -2.14716], [2.56313, -1.63525, -1.57683], [2.99715, 0.32370, -0.81768], [-0.02634, 0.47916, -0.47745], [-1.99963, 1.74783, 1.56997], [-2.72289, 0.13543, 1.05051], [-2.44252, 1.70051, -0.81668], [0.23994, -0.18613, 0.08839], [1.78806, -1.77667, 0.67014], [-0.86365, -0.98319, 2.17402], [-1.82965, 1.04634, -0.71888]],
  "forces_ev_per_angstrom": [[4.15, 3.70, -8.03], [2.17, -6.56, 4.92], [0.42, -3.34, -1.32], [-3.84, 0.32, -1.98], [2.55, -1.50, 2.87], [-0.82, 2.82, 1.05], [-2.65, -3.09, -1.43], [-1.29, 4.12, -4.10], [0.93, -1.29, -1.35], [1.50, 1.30, -0.04], [-2.66, 2.91, -0.43], [-3.21, -1.74, 7.99], [-1.82, 2.37, -0.46], [1.48, 2.82, -2.12], [3.09, -2.84, 4.43]],
  "lowdin_charge": [-0.063, -0.681, -0.308, -0.003, 0.167, 0.133, 0.191, 0.029, 0.148, 0.149, 0.001, 0.183, 0.023, 0.114, -0.083],
  "orbital_gap_ev": 9.5
}

---

{
  "formula": "C4H7NO4",
  "method": "ωB97M-V with the def2-TZVPD basis set",
  "symbols": ["C", "C", "O", "C", "O", "C", "N", "O", "O", "H", "H", "H", "H", "H", "H", "H"],
  "positions_angstrom": [[-2.38747, -0.33061, -0.10487], [-1.24115, 0.59350, -0.36148], [-1.08919, 1.26116, -1.36676], [-0.15468, 0.49125, 0.66824], [-0.20604, 0.73051, 1.84069], [1.19323, -0.05220, -0.03800], [2.24059, -0.23902, 0.90333], [0.79369, -1.27919, -0.58170], [1.58460, 0.85351, -1.00491], [-3.16948, -0.17778, -0.84188], [-2.03496, -1.36030, -0.15392], [-2.77128, -0.15610, 0.90086], [2.97227, 0.44625, 0.76298], [1.89543, -0.18161, 1.85607], [1.56743, -1.73104, -0.93970], [0.80702, 1.13168, -1.53897]],
  "forces_ev_per_angstrom": [[-0.37, 0.35, -0.05], [-0.78, -0.26, -0.45], [-0.15, -0.14, 0.50], [2.16, -0.53, -0.54], [-0.43, 0.09, -0.12], [-0.78, 0.22, 0.92], [0.31, 0.22, -0.06], [-0.64, -0.09, -0.27], [0.14, 0.36, -0.41], [-0.04, 0.01, -0.06], [0.15, -0.04, 0.02], [-0.01, -0.05, 0.04], [-0.10, 0.04, 0.06], [0.02, 0.00, -0.11], [0.11, 0.09, 0.13], [0.41, -0.27, 0.41]],
  "lowdin_charge": [0.019, -0.353, 0.111, -0.218, 0.154, -0.633, 0.135, 0.044, 0.055, 0.093, 0.102, 0.097, 0.097, 0.086, 0.114, 0.097],
  "orbital_gap_ev": 9.4,
  "smiles": "CC(=O)C(=O)C(N)(O)O"
}

---

{
  "formula": "C4H7NOS",
  "method": "ωB97M-V with the def2-TZVPD basis set",
  "symbols": ["O", "C", "C", "N", "C", "C", "S", "H", "H", "H", "H", "H", "H", "H"],
  "positions_angstrom": [[2.31832, 0.35529, -0.23514], [1.16654, 0.22608, 0.01786], [0.31686, 1.42968, 0.34791], [-0.99532, 1.47300, -0.27404], [-1.85565, 0.35419, 0.14540], [-1.32406, -1.03804, -0.18375], [0.40282, -1.37787, 0.09280], [0.20386, 1.37798, 1.44116], [0.87059, 2.35844, 0.07125], [-0.93693, 1.60905, -1.30205], [-2.84452, 0.50517, -0.36871], [-1.86664, 0.30989, 1.26083], [-1.79865, -1.75631, 0.47439], [-1.47427, -1.34304, -1.22676]],
  "forces_ev_per_angstrom": [[1.55, -0.31, -0.15], [-0.91, 0.40, -0.17], [-0.18, 0.64, -0.19], [-0.28, -0.24, -0.22], [0.46, 0.08, -0.37], [-0.54, -0.36, -0.82], [1.10, 0.12, 0.26], [-0.14, 0.33, -0.14], [-0.21, -0.83, 0.30], [-0.09, -0.39, 1.10], [0.71, -0.28, 1.01], [-0.60, 0.82, -0.70], [-0.48, -0.19, -0.12], [-0.38, 0.21, 0.21]],
  "lowdin_charge": [0.033, -0.730, -0.208, -0.086, -0.260, -0.508, 0.978, 0.128, 0.138, 0.131, 0.131, 0.123, 0.060, 0.068],
  "orbital_gap_ev": 9.5,
  "smiles": "O=C1CNCCS1"
}

---

{
  "formula": "C4H7NOS",
  "method": "ωB97M-V with the def2-TZVPD basis set",
  "symbols": ["C", "C", "C", "S", "N", "C", "O", "H", "H", "H", "H", "H", "H", "H"],
  "positions_angstrom": [[-2.57353, -0.68137, 0.10064], [-1.29793, -0.73749, -0.26107], [-0.39935, 0.43896, -0.27262], [-1.00171, 2.01473, -0.21888], [0.93913, 0.14595, -0.21757], [2.04677, 1.03774, 0.09978], [1.32999, -1.18478, -0.30973], [-3.08255, 0.18606, 0.56468], [-3.19487, -1.54544, -0.03744], [-0.88876, -1.70325, -0.50043], [2.15171, 1.14191, 1.15683], [2.90627, 0.48296, -0.28327], [1.93901, 1.98669, -0.38049], [1.12584, -1.58269, 0.55958]],
  "forces_ev_per_angstrom": [[-0.58, 0.67, 0.47], [-0.10, 0.29, -0.03], [0.65, 0.62, 0.77], [0.77, -1.02, -0.05], [-1.41, 0.58, -0.15], [0.00, -1.31, -0.89], [-0.11, -0.30, 0.60], [0.64, -0.35, -0.71], [-0.08, -0.45, 0.21], [0.07, -0.05, -0.51], [-0.02, 0.26, 0.86], [0.13, 0.46, 0.03], [-0.17, 0.49, -0.24], [0.22, 0.12, -0.36]],
  "lowdin_charge": [0.013, -0.191, -0.732, 0.615, -0.241, -0.031, -0.013, 0.064, 0.056, 0.092, 0.084, 0.095, 0.064, 0.125],
  "orbital_gap_ev": 8.3,
  "smiles": "C=CC(=S)N(C)O"
}

---

{
  "formula": "C4H7NOS",
  "method": "ωB97M-V with the def2-TZVPD basis set",
  "symbols": ["N", "C", "C", "O", "H", "C", "S", "C", "H", "H", "H", "H", "H", "H"],
  "positions_angstrom": [[3.58036, 2.13244, -1.07427], [3.12975, 1.17094, -0.68268], [2.71130, -0.10735, -0.09641], [2.68818, -0.32590, 1.10797], [2.81901, -0.95312, -0.83615], [-0.27484, 0.31387, 0.92395], [0.32145, -0.17401, -0.65247], [0.13530, -2.01764, -0.52217], [0.22361, -0.14120, 1.83611], [-0.29039, 1.36021, 1.08862], [-1.40844, -0.10200, 1.10804], [0.88179, -2.36441, -1.26425], [0.50462, -2.12904, 0.60279], [-0.84656, -2.37737, -0.58381]],
  "forces_ev_per_angstrom": [[0.75, 1.81, -0.89], [-0.94, -1.36, 1.08], [0.70, -1.98, 0.59], [0.18, 0.56, -0.77], [-0.14, 0.67, 0.48], [-2.94, -2.60, 2.62], [-1.10, -0.38, -0.97], [3.25, 1.93, 2.75], [0.22, 0.35, -1.36], [0.03, 1.06, -0.30], [2.53, 1.19, -0.81], [-0.75, -0.39, 0.60], [-0.48, -0.51, -2.48], [-1.30, -0.34, -0.54]],
  "lowdin_charge": [0.172, -0.194, -0.467, -0.027, 0.110, -0.437, 0.830, -0.309, 0.061, 0.019, 0.105, 0.041, 0.087, 0.010],
  "orbital_gap_ev": 9.6,
  "smiles": "N#CC=O.CSC"
}

---

{
  "formula": "C4H7NOS",
  "method": "ωB97M-V with the def2-TZVPD basis set",
  "symbols": ["C", "C", "C", "N", "C", "S", "O", "H", "H", "H", "H", "H", "H", "H"],
  "positions_angstrom": [[1.27190, -1.15428, -0.46451], [0.26561, -0.54707, 0.51414], [0.31693, 1.08827, 0.36896], [-1.01666, 1.22840, -0.18859], [-1.83294, 0.15633, -0.04535], [-3.43205, 0.03535, -0.18999], [-1.02621, -0.92186, 0.29215], [0.91810, -2.06628, -0.99732], [2.18901, -1.49731, 0.02880], [1.36736, -0.40065, -1.29427], [0.67079, -0.89745, 1.48356], [0.49254, 1.58942, 1.26434], [1.12825, 1.30228, -0.38290], [-1.31264, 2.08485, -0.38902]],
  "forces_ev_per_angstrom": [[-0.73, -0.26, -1.94], [3.51, 1.39, 0.64], [0.07, -3.53, -2.38], [1.95, -3.37, 1.25], [1.51, -0.51, 0.35], [-0.54, 0.05, -0.23], [-2.30, 0.37, -0.22], [-0.26, 0.48, 0.64], [0.03, 0.77, -0.26], [0.76, -0.92, 0.66], [-1.05, 0.45, 0.09], [0.03, 0.95, 1.57], [-0.90, 0.17, 0.83], [-2.10, 3.96, -1.00]],
  "lowdin_charge": [-0.048, -0.356, -0.062, 0.043, -0.902, 0.687, -0.051, 0.091, 0.081, 0.085, 0.143, 0.089, 0.119, 0.081],
  "orbital_gap_ev": 9.4,
  "smiles": "C[C@H]1CNC(=S)O1"
}

---

The calculation returns the following energy relative to the best compared isomer or geometry (same formula, charge and spin) values, one per record and in order: 142.88; 72.53; 120.89; 170.34; 71.75; 137.27; 124.40; 33.04; 16.85; 66.97; 61.37; 23.25 kcal per mole.